[1]
21
Properties=species:S:1:pos:R:3:nbo_charge:R:1 method="wB97M-V/def2-TZVPD" homo_energy_ev=-8.6 smiles="CCN(C)CC=O.O" multiplicity=1 orbital_gap_ev=9.13
C -1.64 0.10 1.37 -0.627
C -0.56 0.81 0.60 -0.241
N 0.71 0.08 0.70 -0.448
C 1.68 0.73 1.58 -0.415
C 1.37 -0.30 -0.59 -0.323
C 0.48 -1.42 -1.09 0.444
O 0.97 -2.37 -1.67 -0.545
H -2.54 0.63 1.64 0.212
H -1.83 -0.94 1.07 0.213
H -1.28 -0.22 2.36 0.213
H -0.83 1.17 -0.38 0.192
H -0.42 1.78 1.11 0.184
H 2.17 1.56 1.08 0.172
H 1.24 1.02 2.54 0.203
H 2.34 -0.09 1.88 0.203
H 2.32 -0.72 -0.30 0.226
H 1.37 0.55 -1.28 0.193
H -0.59 -1.51 -0.86 0.138
O -1.39 -0.40 -2.97 -0.935
H -1.98 0.36 -3.01 0.467
H -1.59 -0.82 -3.81 0.475



[2]
21
Properties=species:S:1:pos:R:3:nbo_charge:R:1 method="wB97M-V/def2-TZVPD" homo_energy_ev=-8.8 smiles="C[C@@H](C=O)N(C)C.O" multiplicity=1 orbital_gap_ev=9.46
C 0.80 1.76 0.63 -0.625
C -0.09 0.74 -0.11 -0.140
C -0.34 0.99 -1.59 0.436
O -1.24 1.70 -1.98 -0.526
N 0.48 -0.62 -0.06 -0.448
C 1.86 -0.72 -0.48 -0.437
C 0.30 -1.35 1.20 -0.428
H 0.24 2.60 1.02 0.226
H 1.63 2.04 -0.02 0.214
H 1.18 1.21 1.50 0.213
H -1.07 0.70 0.38 0.213
H 0.29 0.57 -2.39 0.126
H 2.06 -1.76 -0.83 0.201
H 2.08 -0.13 -1.37 0.205
H 2.60 -0.68 0.32 0.178
H 1.20 -1.52 1.81 0.183
H -0.01 -2.35 0.86 0.208
H -0.42 -0.89 1.87 0.200
O -4.14 -0.95 -0.40 -0.945
H -3.58 -1.24 0.34 0.471
H -3.86 -0.10 -0.70 0.475



[3]
21
Properties=species:S:1:pos:R:3:nbo_charge:R:1 method="wB97M-V/def2-TZVPD" homo_energy_ev=-8.7 smiles=CN(CO)C(C)(C)O multiplicity=1 orbital_gap_ev=9.41
C -0.55 -1.58 -0.64 -0.415
N -0.47 -0.45 0.27 -0.496
C -1.74 0.12 0.59 0.082
O -2.42 0.73 -0.50 -0.749
C 0.64 0.50 0.15 0.418
C 1.63 0.14 -0.97 -0.641
C 1.38 0.52 1.49 -0.616
O 0.18 1.82 -0.07 -0.742
H -1.37 -2.22 -0.30 0.201
H 0.37 -2.16 -0.59 0.207
H -0.74 -1.31 -1.69 0.165
H -2.37 -0.66 1.04 0.160
H -1.59 0.92 1.32 0.198
H -2.69 0.04 -1.12 0.467
H 2.13 -0.81 -0.78 0.206
H 1.13 0.09 -1.94 0.209
H 2.38 0.93 -1.02 0.228
H 2.17 1.27 1.46 0.209
H 1.80 -0.46 1.70 0.207
H 0.69 0.78 2.28 0.213
H -0.57 1.80 -0.69 0.488



[4]
21
Properties=species:S:1:pos:R:3:nbo_charge:R:1 method="wB97M-V/def2-TZVPD" homo_energy_ev=-9.3 smiles="CCCC(=O)NC.O" multiplicity=1 orbital_gap_ev=10.09
C 2.25 0.21 -0.59 -0.612
C 1.92 -1.26 -0.28 -0.376
C 0.61 -1.43 0.49 -0.497
C -0.48 -0.72 -0.26 0.676
O -0.91 -1.20 -1.31 -0.657
N -1.05 0.41 0.22 -0.613
C -0.75 1.11 1.46 -0.415
H 3.20 0.32 -1.08 0.216
H 2.15 0.78 0.34 0.194
H 1.47 0.63 -1.21 0.207
H 1.86 -1.84 -1.20 0.214
H 2.72 -1.67 0.34 0.198
H 0.78 -1.07 1.51 0.199
H 0.40 -2.48 0.61 0.238
H -1.64 0.95 -0.40 0.417
H -0.24 2.06 1.35 0.188
H -0.16 0.50 2.14 0.206
H -1.70 1.38 1.94 0.203
O -3.59 1.08 -1.03 -0.959
H -3.44 0.32 -1.60 0.497
H -3.41 1.92 -1.45 0.477



[5]
21
Properties=species:S:1:pos:R:3:nbo_charge:R:1 method="wB97M-V/def2-TZVPD" homo_energy_ev=-9.1 smiles=OC[C@@H]1CCCN1.O multiplicity=1 orbital_gap_ev=9.85
O -1.10 1.23 -2.37 -0.733
C -1.03 0.30 -1.31 -0.053
C -0.50 0.90 -0.03 -0.085
C 1.02 1.16 -0.06 -0.418
C 1.62 0.23 1.03 -0.426
C 0.46 -0.13 1.95 -0.223
N -0.72 -0.04 1.07 -0.650
H -0.29 1.71 -2.59 0.469
H -0.39 -0.55 -1.56 0.159
H -2.06 -0.06 -1.25 0.187
H -0.93 1.88 0.20 0.179
H 1.19 2.19 0.24 0.212
H 1.53 0.97 -1.01 0.213
H 2.28 -0.56 0.73 0.210
H 2.30 0.82 1.66 0.214
H 0.43 -1.12 2.39 0.207
H 0.42 0.60 2.77 0.166
H -1.59 0.12 1.56 0.374
O 0.12 -3.13 -0.15 -0.944
H 0.88 -2.50 -0.08 0.463
H -0.64 -2.54 0.04 0.479



[6]
21
Properties=species:S:1:pos:R:3:nbo_charge:R:1 method="wB97M-V/def2-TZVPD" homo_energy_ev=-9.5 smiles="CC(C)O.CNC=O" multiplicity=1 orbital_gap_ev=10.11
C -3.01 -0.96 -0.37 -0.624
C -1.69 -0.47 0.23 0.098
C -1.80 -0.29 1.75 -0.637
O -1.35 0.78 -0.40 -0.756
H -2.93 -1.09 -1.50 0.213
H -3.84 -0.24 -0.17 0.212
H -3.31 -1.95 0.06 0.205
H -0.90 -1.20 0.01 0.141
H -2.09 -1.23 2.24 0.202
H -2.57 0.49 1.99 0.210
H -0.83 0.04 2.15 0.221
H -0.45 1.00 -0.05 0.496
C 1.97 -1.05 -1.11 -0.426
N 2.74 0.16 -0.80 -0.598
C 2.32 1.11 0.07 0.535
O 1.23 1.07 0.67 -0.666
H 1.54 -1.43 -0.20 0.223
H 2.67 -1.81 -1.57 0.209
H 1.16 -0.83 -1.80 0.214
H 3.60 0.38 -1.31 0.400
H 3.00 1.93 0.17 0.127



[7]
21
Properties=species:S:1:pos:R:3:nbo_charge:R:1 method="wB97M-V/def2-TZVPD" homo_energy_ev=-7.6 multiplicity=1 orbital_gap_ev=5.06
C -0.95 1.55 -1.37 -0.588
N 1.54 0.03 -0.23 -0.719
C 0.40 0.41 0.40 0.544
C -0.86 0.36 -0.41 -0.546
C 1.59 1.38 2.34 -0.229
C 0.45 1.11 1.65 -0.311
H -1.10 2.57 -0.99 0.206
H 0.00 1.54 -1.93 0.211
H -1.77 1.35 -2.06 0.242
H 1.46 -0.99 -0.29 0.484
H 2.30 0.12 0.45 0.364
H -1.67 0.55 0.30 0.215
H 2.48 1.77 1.83 0.216
H 1.42 1.74 3.35 0.218
H -0.49 1.32 2.17 0.247
H -1.15 -0.63 -0.80 0.375
H -2.46 -2.96 -0.56 0.453
O -1.79 -2.29 -0.71 -1.221
H 0.51 -3.61 -1.35 0.461
H -0.51 -2.56 -0.89 0.497
O 0.59 -2.76 -0.91 -1.121



[8]
21
Properties=species:S:1:pos:R:3:nbo_charge:R:1 method="wB97M-V/def2-TZVPD" homo_energy_ev="-14.1 / -14.1" multiplicity=2 charge=+1 orbital_gap_ev="10.24 / 4.89"
C -0.97 -0.51 2.02 0.456
N 0.37 -0.65 1.52 -0.218
C 0.84 -2.25 -1.40 -0.657
C 0.06 -1.05 -0.88 -0.434
C 0.94 -0.18 0.14 -0.062
C 0.90 1.35 0.07 -0.628
O -1.87 -0.08 1.41 -0.344
H -1.32 -0.91 2.96 0.206
H 1.19 -0.85 2.18 0.448
H 1.08 -3.01 -0.66 0.226
H 0.48 -2.91 -2.31 0.271
H 1.71 -1.81 -1.94 0.227
H -0.54 -0.41 -1.74 0.270
H -0.89 -1.26 -0.39 0.232
H 2.02 -0.51 0.13 0.255
H 1.74 1.83 -0.67 0.282
H 1.01 1.79 1.01 0.235
H -0.06 1.59 -0.56 0.232
H -1.58 2.91 -0.57 0.447
H -2.89 3.29 0.21 0.475
O -2.23 3.62 -0.53 -0.919



[9]
22
Properties=species:S:1:pos:R:3:nbo_charge:R:1 method="wB97M-V/def2-TZVPD" homo_energy_ev=-9.2 smiles="CN(C)C(=O)CCS.O" multiplicity=1 orbital_gap_ev=9.70
C -2.04 1.98 0.12 -0.432
N -0.84 1.33 0.43 -0.460
C -0.09 1.88 1.60 -0.427
C -0.93 -0.09 0.33 0.688
O -1.72 -0.50 -0.60 -0.639
C -0.20 -1.16 1.25 -0.490
C 1.35 -1.05 1.27 -0.500
S 1.98 -1.62 -0.37 -0.058
H -2.89 1.61 -0.47 0.257
H -2.52 2.53 0.84 0.195
H -1.66 2.92 -0.49 0.179
H -0.13 2.84 2.02 0.232
H 1.00 1.82 1.32 0.203
H -0.26 1.15 2.45 0.191
H -0.62 -0.88 2.21 0.216
H -0.69 -2.06 0.99 0.255
H 1.69 -1.72 2.00 0.223
H 1.65 -0.02 1.54 0.214
H 0.94 -1.28 -1.13 0.152
O 0.29 0.35 -3.18 -0.940
H -0.44 0.58 -2.54 0.480
H 0.93 1.02 -2.98 0.462



[10]
22
Properties=species:S:1:pos:R:3:nbo_charge:R:1 method="wB97M-V/def2-TZVPD" homo_energy_ev=-8.9 multiplicity=1 orbital_gap_ev=9.77
C 1.30 -1.32 -0.92 -0.607
C 1.59 2.10 0.74 -0.620
C -2.48 -1.79 0.61 -0.436
C 1.97 -0.17 -0.21 -0.427
C 0.95 1.00 -0.14 0.106
N -2.69 -0.44 0.32 -0.924
O -2.40 1.63 -0.70 -0.855
O -0.31 0.67 0.41 -0.756
S -1.66 0.23 -0.56 1.624
H 0.42 -1.58 -0.32 0.197
H 1.99 -2.15 -1.05 0.211
H 1.02 -1.07 -1.85 0.200
H 1.39 1.70 1.69 0.210
H 2.68 2.04 0.55 0.210
H 1.14 3.09 0.67 0.219
H -3.23 -2.52 0.21 0.183
H -2.66 -2.15 1.64 0.202
H -1.60 -2.14 0.21 0.174
H 2.93 0.10 -0.80 0.217
H 2.05 -0.30 0.88 0.208
H 0.78 1.49 -1.17 0.160
H -3.18 1.56 -0.21 0.504



[11]
22
Properties=species:S:1:pos:R:3:nbo_charge:R:1 method="wB97M-V/def2-TZVPD" homo_energy_ev=-9.2 smiles="C[C@@H](O)ON.CC(C)=O" multiplicity=1 orbital_gap_ev=9.64
C -2.37 -0.31 0.81 -0.642
C -1.35 0.23 -0.18 0.454
O -1.38 -0.35 -1.39 -0.738
O -1.46 1.62 -0.19 -0.424
N -0.51 2.22 -1.10 -0.538
H -2.27 0.19 1.76 0.218
H -3.36 -0.13 0.41 0.226
H -2.23 -1.38 0.92 0.218
H -0.24 -0.03 0.24 0.091
H -0.37 -0.74 -1.59 0.505
H -0.85 2.00 -2.04 0.352
H -0.67 3.21 -0.94 0.351
C 2.15 0.54 0.11 -0.727
C 1.28 -0.67 -0.16 0.577
C 1.36 -1.78 0.87 -0.708
O 1.01 -0.97 -1.36 -0.647
H 1.72 1.41 -0.40 0.271
H 3.14 0.36 -0.30 0.243
H 2.24 0.75 1.18 0.215
H 2.38 -2.17 0.89 0.243
H 1.11 -1.41 1.86 0.223
H 0.69 -2.60 0.60 0.235



[12]
21
Properties=species:S:1:pos:R:3:nbo_charge:R:1 method="wB97M-V/def2-TZVPD" homo_energy_ev=-9.1 multiplicity=1 orbital_gap_ev=9.75
C 1.74 1.12 -0.56 -0.648
C 0.72 -0.43 1.43 -0.663
C 1.54 -1.27 -0.87 -0.631
C -2.39 -1.19 0.33 -0.065
C 0.96 -0.15 -0.06 -0.126
N -1.54 -1.15 -0.57 -0.654
O -1.23 1.29 0.15 -0.993
S -0.80 0.34 -0.82 1.403
H 2.71 1.29 0.03 0.221
H 2.08 1.00 -1.61 0.217
H 1.18 2.04 -0.51 0.226
H 1.68 -0.67 2.02 0.231
H -0.12 -1.08 1.63 0.226
H 0.31 0.50 1.81 0.241
H 1.15 -1.22 -1.92 0.221
H 2.66 -1.05 -0.98 0.207
H 1.40 -2.16 -0.36 0.215
H -3.46 2.78 -0.22 -0.030
H -3.20 -1.97 0.47 0.199
H -2.34 -0.24 0.92 0.184
H -3.04 2.21 -0.31 0.020



Electronic energy
In order: -403.4813 -403.4865 -403.5287 -403.5525 -403.5188 -403.5447 -403.3846 -403.1114 -801.6604 -801.6125 -478.6907 -726.3614
Unit: Ha
Relative energy (zero: lowest compared OMol25 entry of this formula, charge and spin)
In order: 2.5927 2.4532 1.3032 0.6556 1.5744 0.8683 5.2259 3.6033 2.2282 3.5304 3.3923 3.8011
Unit: eV